# 1
Computed, not measured: C19H44N3O16V as an isolated structure at a distorted geometry, with the ωB97M-V functional and the def2-TZVPD basis.

Summary:
- Charge: -2
- Spin multiplicity: 1
- Energy above the lowest of the compared OMol25 structures with the same formula, charge and spin: 0.0 kJ/mol
- HOMO energy: -2.757 eV
- HOMO-LUMO gap: 6.8 eV
- LUMO energy: 4.00 eV
- Total energy: -83336.42511 eV

Atoms and positions in Å:
O 0.31851 -1.08992 1.19233
V 0.86339 0.16388 0.41677
O 0.86855 1.35834 1.45726
O 2.90530 3.03944 -2.47440
C 2.11629 1.95373 -2.24704
O 1.44053 1.48919 -3.16123
O 2.15132 1.48397 -1.05031
H 3.38056 3.12260 -1.63256
O -3.32723 0.29151 -0.88422
C -2.02513 0.32055 -1.34055
O -1.85076 0.03703 -2.52242
O -1.11355 0.61949 -0.49608
H -3.25869 0.42738 0.07317
O 2.14366 -3.33704 -0.50010
C 1.38987 -2.67726 -1.46053
O 0.95251 -3.38010 -2.40382
O 1.19649 -1.44021 -1.34069
H 2.08177 -4.24313 -0.90572
C 3.03511 -6.76010 -1.76316
O 2.21281 -5.99259 -0.90857
C 1.45708 -6.74975 0.00589
C 0.60305 -5.75569 0.77068
N -0.46492 -5.21187 -0.03094
C -1.08667 -4.06622 0.63705
C -2.37908 -3.66579 -0.05487
O -3.36645 -4.65162 0.18555
C -4.51537 -4.48622 -0.60950
H 3.73899 -7.29825 -1.11634
H 3.51797 -6.11273 -2.48622
H 2.43641 -7.52721 -2.26692
H 2.09021 -7.38839 0.63741
H 0.84624 -7.43992 -0.59439
H 1.30349 -5.00817 1.17190
H 0.16316 -6.23087 1.65483
H -0.13761 -4.86558 -0.93331
H -0.42599 -3.19285 0.70621
H -1.29868 -4.31180 1.68429
H -2.21091 -3.64770 -1.13871
H -2.66220 -2.67093 0.30651
H -4.24457 -4.57413 -1.66809
H -5.11636 -3.58563 -0.46469
H -5.11625 -5.37461 -0.40254
C -6.21398 7.14808 0.27171
O -5.96487 6.55095 -0.96877
C -4.62702 6.69611 -1.46619
C -3.62767 5.61684 -1.05038
N -3.59190 4.51605 -1.99747
C -2.64292 3.46175 -1.68190
C -1.18926 3.89032 -1.90952
O -0.64042 4.86477 -1.00214
C -0.59413 4.38706 0.34373
H -7.21878 6.97652 0.65544
H -6.02118 8.22636 0.27603
H -5.56901 6.69892 1.03797
H -4.34074 7.71796 -1.18933
H -4.79377 6.69000 -2.54553
H -3.88086 5.30665 -0.02780
H -2.66496 6.12568 -1.09713
H -4.52155 4.18049 -2.20458
H -2.75756 2.65997 -2.41196
H -2.74316 3.08551 -0.65771
H -1.13371 4.38108 -2.88125
H -0.53149 3.01740 -1.93167
H -0.22516 3.36735 0.27936
H -1.59236 4.48716 0.78291
H 0.07173 5.01338 0.93800
C 3.03498 -0.74373 3.56712
C 3.58337 0.04820 2.37695
C 5.08492 0.38126 2.36367
O 5.42746 1.10608 3.52046
C 6.78107 1.46139 3.52663
N 3.07608 -0.55171 1.13926
H 1.98493 -0.51205 3.73162
H 3.59362 -0.50009 4.47583
H 3.13160 -1.82745 3.46534
H 3.18003 1.06391 2.43660
H 5.30042 0.95256 1.44994
H 5.71026 -0.52583 2.31135
H 6.93893 2.00905 4.45426
H 7.04002 1.98927 2.59832
H 7.47435 0.60471 3.50849
H 3.44413 -1.50040 1.07365
H 3.61567 -0.09238 0.39672

Mulliken atomic charge list, values in e, 5 entries: O -0.430; V 1.466; O -0.540; O -0.568; C 0.602



# 2
Computed, not measured: C12H9ClIN7OSSn as an isolated structure, with the ωB97M-V functional and the def2-TZVPD basis.

Summary:
- Charge: 0
- Spin multiplicity: 1
- Energy above the lowest of the compared OMol25 structures with the same formula, charge and spin: 0.0 kJ/mol
- HOMO energy: -7.815 eV
- HOMO-LUMO gap: 7.6 eV
- LUMO energy: -0.19 eV
- Total energy: -62358.68311 eV

Atoms and positions in Å:
Sn -0.24599 -1.00462 -1.57695
Cl 3.96876 4.75674 0.11745
C 3.27678 3.20046 -0.21916
C 4.07159 2.09238 -0.22476
C 3.54075 0.81709 -0.50097
I 4.79758 -0.82963 -0.47388
C 2.20465 0.64603 -0.77636
O 1.68148 -0.53183 -1.01841
C 1.37388 1.81670 -0.77624
N 0.06887 1.61795 -1.07186
C -0.74689 2.64066 -1.08865
C -0.32952 3.95250 -0.80792
C 0.98643 4.17842 -0.51394
C 1.89152 3.09698 -0.49552
H 5.12694 2.19023 -0.01589
H -1.78258 2.43611 -1.33347
H -1.04576 4.76010 -0.83111
H 1.34872 5.17341 -0.30038
N -2.84433 -2.27506 -0.45632
N -3.03900 -2.00102 0.89418
C -2.08791 -1.44380 1.66503
N -2.39304 -1.35971 2.97029
S -0.59526 -0.87068 1.15026
H -3.61198 -1.88470 -0.99125
H -2.80750 -3.28688 -0.58786
H -3.85396 -2.40005 1.34489
H -3.22736 -1.76690 3.35763
H -1.70949 -0.97805 3.59883
N 0.43834 -3.04239 -0.99861
C 0.07585 -4.08770 -0.61905
N -0.31396 -5.23198 -0.20506
C -1.55886 -5.20866 0.21166
N -2.65875 -5.17209 0.57339

Mulliken atomic charge list, values in e, 5 entries: Sn 0.636; Cl -0.265; C 0.459; C -0.485; C -0.480



# 3
Computed, not measured: a 9-piece molecular cluster, C17H36ClF9N19O13P2S overall at a distorted geometry, with the ωB97M-V functional and the def2-TZVPD basis.

Summary:
- Charge: -1
- Spin multiplicity: 1
- HOMO energy: -6.453 eV
- HOMO-LUMO gap: 7.9 eV
- LUMO energy: 1.43 eV
- Total energy: -139542.54725 eV

Atoms and positions in Å:
N 1.39961 -2.43442 -0.73302
C 1.54030 -1.30681 -0.52825
C 1.89055 0.09202 -0.01420
C 0.49078 0.68500 0.39885
O -0.19496 0.15218 1.28480
O 0.01681 1.66644 -0.25162
P 2.38397 1.04536 -1.62656
O 1.14651 0.88240 -2.71018
Cl 3.96176 -0.04217 -2.54625
C 2.99183 0.08290 1.09517
C 2.47015 -0.22379 2.49840
N 1.87596 -0.53496 3.43662
P 4.26028 -1.37254 0.82412
N 5.18482 -1.58283 2.09333
S 4.05339 1.56985 1.24136
O 5.00407 1.51997 0.13573
O 4.83525 1.44502 2.45458
C 3.25720 3.24071 1.20435
F 4.14142 4.03451 0.52409
F 2.10834 3.35183 0.52129
C 3.05638 3.97957 2.58392
F 4.21193 4.13905 3.27867
F 2.71525 5.25838 2.22569
C 1.89406 3.45050 3.49901
F 1.10526 2.51021 2.94213
F 1.07099 4.50681 3.78689
C 2.34785 2.91203 4.91983
F 1.28945 2.23007 5.43831
F 2.55281 3.95841 5.73776
F 3.35999 2.05255 4.87624
H 1.17079 -0.02811 -3.06173
H 5.13195 -1.07035 -0.25449
H 3.57051 -2.59188 0.64488
H 6.16238 -1.45295 1.84369
C -0.41381 -3.93854 2.53923
O 0.41012 -4.81538 2.30032
N -1.14457 -3.92502 3.69470
N -0.67198 -2.91581 1.69186
H -1.82188 -3.22033 3.91547
H -0.97998 -4.66688 4.34979
H -0.15588 -2.87979 0.83001
H -1.34197 -2.19243 1.87960
C -2.99012 3.76680 -1.71071
O -2.44253 3.84441 -2.80845
N -2.38420 3.26753 -0.61808
N -4.28094 4.18852 -1.50927
H -2.82754 3.20187 0.28583
H -1.43181 2.94219 -0.71919
H -4.76895 4.56742 -2.29882
H -4.74898 4.13435 -0.62400
C -0.15314 -8.16126 -0.21055
O 0.69557 -9.00382 -0.45818
N -1.34828 -8.10216 -0.88177
N 0.00773 -7.21191 0.74343
H -2.05889 -7.41922 -0.69690
H -1.50587 -8.78987 -1.59613
H 0.86996 -7.21619 1.25802
H -0.67764 -6.51296 0.96055
C -0.02826 -6.01772 -4.70771
O 0.42107 -5.44378 -5.68416
N 0.71920 -6.29390 -3.60476
N -1.32896 -6.43592 -4.63630
H 0.36463 -6.76615 -2.79254
H 1.67950 -6.00246 -3.61731
H -1.91357 -6.25016 -5.43021
H -1.71810 -6.90863 -3.84301
C -1.92923 1.59262 -6.56311
O -1.05674 0.76341 -6.76837
N -3.08271 1.63759 -7.30267
N -1.83783 2.53667 -5.59322
H -3.81310 2.30687 -7.15400
H -3.18667 0.95446 -8.02973
H -1.00743 2.53502 -5.02739
H -2.54491 3.22358 -5.40892
C -4.05100 2.03106 2.87639
O -3.53403 2.60458 1.93140
N -3.36205 1.75414 4.02135
N -5.34915 1.62283 2.86635
H -3.76055 1.28442 4.81102
H -2.39920 2.04076 4.05770
H -5.88933 1.81176 2.03401
H -5.78907 1.15117 3.63288
C -8.55405 3.21771 1.80663
O -7.69645 2.37089 1.61950
N -9.69635 3.27933 1.06606
N -8.43869 4.17206 2.77216
H -10.41289 3.96640 1.20267
H -9.81200 2.59018 0.34504
H -7.60670 4.15516 3.33537
H -9.12909 4.87771 2.94408
C 9.15052 1.15992 -1.73288
O 10.28226 0.75013 -1.93817
N 8.59599 1.19932 -0.48957
N 8.34083 1.61440 -2.73305
H 7.66623 1.53266 -0.30173
H 9.15879 0.87224 0.27405
H 8.71282 1.60102 -3.66467
H 7.40820 1.95373 -2.58454

Mulliken atomic charge list, values in e, 5 entries: N -0.803; C -0.392; C 1.487; C 0.222; O -0.555



# 4
Computed, not measured: C32H48CuN8OPSi as an isolated structure at a distorted geometry, with the ωB97M-V functional and the def2-TZVPD basis.

Summary:
- Charge: -2
- Spin multiplicity: 1
- Energy above the lowest of the compared OMol25 structures with the same formula, charge and spin: 0.0 kJ/mol
- HOMO energy: -0.947 eV
- HOMO-LUMO gap: 5.4 eV
- LUMO energy: 4.49 eV
- Total energy: -109741.40419 eV

Atoms and positions in Å:
Cu -0.52457 0.96257 -2.07623
C -4.30783 2.92121 0.51490
Si -2.86277 2.54044 -0.69663
C -1.36334 3.38333 0.12017
C -3.31988 3.53407 -2.24592
N -2.48228 0.94313 -1.11054
C -3.03346 -0.24202 -0.82184
C -4.11873 -0.40320 0.08322
C -4.67882 -1.62343 0.40658
C -4.19281 -2.78509 -0.16902
C -3.13788 -2.68522 -1.07625
C -2.55208 -1.47656 -1.39868
O -1.50624 -1.31849 -2.28811
C -0.64964 -2.22463 -2.81177
C 0.42519 -1.66666 -3.52598
C 1.38375 -2.45601 -4.12031
C 1.31299 -3.84447 -4.04298
C 0.25054 -4.40659 -3.36287
C -0.72303 -3.61823 -2.75649
H -4.40369 3.99664 0.69145
H -4.15143 2.44409 1.48827
H -5.26563 2.56630 0.12072
H -1.23320 4.41613 -0.21808
H -0.46048 2.82338 -0.14430
H -1.44535 3.39361 1.21129
H -3.48841 4.59422 -2.03086
H -4.22146 3.13415 -2.71837
H -2.50899 3.45627 -2.97196
H -4.51034 0.49304 0.54290
H -5.50353 -1.66779 1.11164
H -4.61214 -3.75565 0.06609
H -2.80199 -3.60410 -1.52233
H 0.48892 -0.58706 -3.57372
H 2.20464 -1.98382 -4.64706
H 2.07066 -4.46732 -4.50324
H 0.16072 -5.48526 -3.29908
H -1.51620 -4.13486 -2.24757
N -0.77996 1.69477 -3.83689
C -1.48771 1.64300 -4.76773
N -2.25898 1.52820 -5.77589
C -2.52635 2.18688 -6.84993
N -2.82786 2.71357 -7.84786
N 0.91847 0.50288 -0.87901
P 1.27723 0.08499 0.51856
N 2.45282 -1.16706 0.55906
C 2.96097 -1.69859 -0.68576
C 4.46887 -1.46718 -0.80491
C 5.19133 -2.03693 0.41880
C 4.59206 -1.45969 1.70320
C 3.08144 -1.71808 1.72670
N 1.94337 1.34634 1.49178
C 2.27041 1.33005 2.89268
C 1.97069 2.69167 3.52815
C 2.72970 3.79680 2.79436
C 2.40343 3.74846 1.30102
C 2.68864 2.35254 0.75157
N 0.22588 -0.54849 1.74182
C -0.84567 0.35518 2.15500
C -1.51586 -0.18312 3.41840
C -2.06349 -1.58977 3.17129
C -0.95560 -2.49413 2.63126
C -0.33312 -1.85858 1.39111
H 2.42114 -1.19748 -1.48745
H 2.76410 -2.78491 -0.75186
H 4.64537 -0.38833 -0.86504
H 4.84617 -1.92832 -1.72331
H 6.26503 -1.82704 0.36795
H 5.06629 -3.12669 0.42944
H 4.75658 -0.37795 1.72247
H 5.07100 -1.89665 2.58698
H 2.62149 -1.29357 2.61889
H 2.92332 -2.81269 1.75722
H 3.34597 1.11371 3.04736
H 1.69226 0.54990 3.39084
H 2.24272 2.67654 4.58947
H 0.89600 2.88319 3.45627
H 3.80700 3.63980 2.93133
H 2.48352 4.77690 3.21599
H 2.98912 4.49432 0.75441
H 1.34304 3.96632 1.14645
H 3.77848 2.16097 0.82242
H 2.38314 2.27120 -0.29254
H -1.60243 0.45839 1.36205
H -0.41909 1.34313 2.33494
H -2.32090 0.49271 3.72446
H -0.77852 -0.21702 4.22937
H -2.86472 -1.53726 2.42829
H -2.48327 -2.00472 4.09432
H -1.35546 -3.48107 2.38080
H -0.17833 -2.62109 3.39408
H -1.10494 -1.76450 0.61801
H 0.46397 -2.48763 0.99260

Mulliken atomic charge list, values in e, 5 entries: Cu -0.665; C -1.396; Si 0.258; C -0.695; C -1.195



# 5
Computed, not measured: C2H4GdLiO as an isolated structure at a distorted geometry, with the ωB97M-V functional and the def2-TZVPD basis.

Summary:
- Charge: +3
- Spin multiplicity: 9
- Energy above the lowest of the compared OMol25 structures with the same formula, charge and spin: 579.9 kJ/mol
- HOMO energy (spin up / spin down): -22.384 / -22.427 eV
- HOMO-LUMO gap (spin up / spin down): 6.6 / 6.8 eV
- LUMO energy (spin up / spin down): -15.83 / -15.67 eV
- Total energy: -25186.17488 eV

Atoms and positions in Å:
O 0.77330 -0.51268 -0.20642
Gd 2.93285 -1.34390 0.62294
C 0.05301 0.41339 0.31009
C -1.15490 0.67639 -0.48197
H -1.14826 1.15101 0.59922
H -0.92519 0.60018 -1.54309
H -2.16041 0.29111 -0.34602
Li 1.06687 -2.43028 0.11852
H 0.56274 1.15479 0.92672

Mulliken atomic charge list, values in e, 5 entries: O -0.512; Gd 1.135; C 0.459; C -0.908; H 0.367